Record 1
{
  "formula": "C29H28F12IrN3O3S",
  "method": "ωB97M-V with the def2-TZVPD basis set",
  "e_lumo_ha": [-0.018, -0.023],
  "homo_energy_ev": [-6.8, -6.9],
  "gap_ha": [0.2337, 0.2299],
  "largest_force_ev_per_a": 1.25,
  "elements": ["Ir", "C", "C", "C", "C", "C", "N", "C", "C", "C", "C", "C", "C", "C", "C", "O", "C", "F", "F", "F", "C", "F", "F", "F", "C", "C", "C", "O", "C", "F", "F", "F", "C", "F", "F", "F", "H", "H", "H", "H", "H", "H", "H", "H", "H", "H", "H", "H", "C", "C", "S", "O", "C", "C", "H", "H", "H", "H", "H", "H", "H", "H", "H", "H", "N", "C", "C", "C", "C", "C", "N", "H", "H", "H", "H", "H", "H"],
  "xyz": [[-1.03245, 0.15885, -0.51929], [4.66940, 4.04064, -0.11288], [3.55636, 3.05368, 0.12230], [3.81868, 1.72409, 0.43571], [2.78351, 0.83217, 0.62494], [1.44997, 1.23550, 0.52103], [0.45452, 0.26038, 0.70033], [0.44841, -0.55228, 1.83888], [0.87788, 0.00939, 3.05069], [0.91542, -0.72030, 4.21739], [0.50847, -2.05256, 4.23759], [0.52397, -2.86064, 5.50768], [0.07533, -2.60504, 3.04636], [0.02034, -1.89028, 1.84679], [-0.30757, -2.62950, 0.54331], [-0.75934, -1.85884, -0.51156], [-1.31249, -3.83494, 0.75812], [-2.27749, -3.55111, 1.65706], [-1.92325, -4.14987, -0.38776], [-0.73107, -4.96163, 1.20329], [1.04248, -3.27726, 0.09063], [1.56966, -4.12618, 0.98266], [0.89689, -3.95446, -1.06644], [1.96549, -2.32495, -0.10234], [1.16447, 2.56908, 0.20421], [2.23113, 3.44640, 0.00982], [-0.30417, 2.98806, 0.06726], [-1.00985, 2.16285, -0.78492], [-0.95617, 3.09354, 1.50126], [-1.98654, 3.95958, 1.53723], [-1.44554, 1.92329, 1.92427], [-0.06177, 3.51044, 2.40904], [-0.44066, 4.38884, -0.59882], [-1.71874, 4.67019, -0.90495], [0.23530, 4.43640, -1.75294], [0.00435, 5.38513, 0.18677], [5.58834, 3.72190, 0.37866], [4.40582, 5.02827, 0.26627], [4.88374, 4.14668, -1.17884], [4.84319, 1.37982, 0.52359], [2.98552, -0.20621, 0.85803], [1.18393, 1.04773, 3.05306], [1.25706, -0.24543, 5.13027], [1.32482, -2.53451, 6.17143], [0.66589, -3.92080, 5.29756], [-0.41714, -2.75610, 6.05277], [-0.21415, -3.64738, 3.05469], [2.04440, 4.48657, -0.21205], [3.17282, -1.57850, -4.27918], [2.09937, -0.55771, -3.92787], [1.01594, -1.18975, -2.64536], [0.18337, 0.05017, -2.29890], [-0.09796, -2.23755, -3.59267], [-0.90569, -1.50232, -4.64941], [3.82534, -1.18031, -5.05510], [2.74261, -2.50774, -4.65531], [3.78414, -1.81844, -3.40932], [1.50056, -0.25244, -4.78462], [2.52030, 0.33679, -3.46696], [-0.73164, -2.65767, -2.80950], [0.51354, -3.04761, -3.99528], [-1.26226, -0.54775, -4.26221], [-1.77323, -2.10061, -4.92542], [-0.32883, -1.31790, -5.55522], [-3.61005, 2.27020, -1.08715], [-3.99737, 1.23149, -0.33192], [-5.32990, 1.14724, 0.13446], [-5.74320, 0.05426, 0.83782], [-4.84117, -0.98716, 1.08475], [-3.56907, -0.84734, 0.61364], [-3.12242, 0.22818, -0.07341], [-4.22348, 3.06692, -1.10717], [-2.59858, 2.45847, -1.15752], [-6.00117, 1.96825, -0.07826], [-6.76231, -0.00327, 1.19865], [-5.12061, -1.87606, 1.62964], [-2.83539, -1.60105, 0.77067]]
}

Record 2
{
  "formula": "C29H28IN2O5",
  "method": "ωB97M-V with the def2-TZVPD basis set",
  "e_lumo_ha": -0.177,
  "homo_energy_ev": -11.0,
  "total_charge": 1,
  "gap_ha": 0.2261,
  "largest_force_ev_per_a": 1.69,
  "elements": ["C", "O", "C", "C", "C", "C", "C", "C", "C", "C", "C", "C", "C", "O", "C", "C", "C", "C", "C", "H", "H", "H", "H", "H", "H", "H", "H", "H", "H", "H", "H", "H", "H", "H", "H", "H", "C", "N", "C", "O", "C", "I", "C", "C", "C", "C", "C", "C", "C", "O", "N", "C", "C", "O", "H", "H", "H", "H", "H", "H", "H", "H", "H", "H", "H"],
  "xyz": [[-5.78379, 3.49154, -2.06463], [-5.78130, 2.04588, -2.01818], [-4.58416, 1.40370, -2.04197], [-4.60118, -0.01332, -2.01571], [-3.42513, -0.71975, -1.97594], [-2.16765, -0.06372, -1.92162], [-0.93770, -0.79351, -1.80023], [0.29670, -0.19553, -2.06995], [1.53773, -0.79510, -1.89615], [2.76589, -0.06681, -1.94969], [4.02099, -0.73843, -1.98384], [5.20704, -0.04771, -2.03671], [5.20695, 1.37156, -2.05656], [6.41443, 1.99149, -2.09072], [6.44991, 3.43636, -2.08266], [3.97374, 2.06630, -2.02666], [2.78992, 1.35517, -1.94956], [-2.17431, 1.35347, -1.98261], [-3.34480, 2.08133, -2.05585], [-6.84339, 3.74801, -2.08565], [-5.30354, 3.91687, -1.17063], [-5.28101, 3.86387, -2.97010], [-5.56835, -0.50888, -2.00620], [-3.44538, -1.81019, -1.98656], [-0.99328, -1.88229, -1.71788], [0.29011, 0.79334, -2.54575], [1.58869, -1.87637, -1.75744], [4.02985, -1.82741, -1.96977], [6.17101, -0.54901, -2.06359], [7.51561, 3.66745, -2.08512], [5.96598, 3.84855, -2.98042], [5.97159, 3.84327, -1.17930], [3.95870, 3.15739, -2.05536], [1.85463, 1.90805, -1.87938], [-1.23408, 1.90024, -1.95896], [-3.30631, 3.17134, -2.08845], [-3.95310, -3.61331, 1.37104], [-2.59797, -3.13199, 1.32208], [-2.39954, -1.73384, 1.22470], [-3.39625, -0.99889, 1.30099], [-1.04556, -1.29673, 0.98035], [-0.68750, 0.74667, 1.29595], [0.46306, 1.03221, 3.11633], [1.74542, 1.56560, 3.02341], [2.44746, 1.83539, 4.20953], [1.86152, 1.54950, 5.44852], [0.58551, 0.97635, 5.51589], [-0.12732, 0.71301, 4.33364], [0.05562, -2.19816, 1.20752], [1.25640, -1.89101, 1.26981], [-0.27718, -3.57125, 1.30272], [0.80971, -4.51236, 1.34186], [-1.57763, -4.09258, 1.31076], [-1.80711, -5.29968, 1.32001], [-3.91353, -4.69897, 1.37524], [-4.44669, -3.24831, 2.27541], [-4.50592, -3.25718, 0.49718], [2.18478, 1.77183, 2.04865], [3.44385, 2.27247, 4.16008], [2.40146, 1.77694, 6.37116], [0.13387, 0.73815, 6.48023], [-1.12399, 0.27466, 4.36491], [0.38202, -5.51025, 1.35288], [1.44253, -4.37971, 0.46075], [1.41194, -4.34573, 2.23820]]
}